No. 1
{"formula": "C3H7N5", "method": "ωB97M-V/def2-TZVPD", "symbols": ["H", "N", "C", "N", "N", "N", "C", "C", "N", "H", "H", "H", "H", "H", "H"], "xyz": [[-2.4824, -2.9141, 0.9638], [-1.4701, -2.5534, 1.3984], [-0.8154, -1.5491, 0.8967], [0.5431, -1.2654, 1.5239], [1.2939, -0.6855, 0.6262], [0.5878, -0.4871, -0.5988], [0.8539, 0.9188, -0.9783], [0.5025, 1.9642, -0.0169], [-0.8338, -0.6158, -0.1079], [0.3022, 1.0163, -1.9608], [1.9724, 0.5795, -1.3263], [0.6575, 2.8214, -0.7394], [1.0024, 1.9092, 0.9403], [-0.6398, 1.8995, 0.3254], [-1.4741, -1.0385, -0.9462]], "total_charge": 0, "e_above_lowest_kcal_mol": 111.7, "smiles": "[H]/N=c1/nnn(CC)[nH]1", "fmax_ha_per_bohr": 0.1056, "total_energy_ev": -10670.157, "homo_lumo_gap_ev": 9.7444}

No. 2
{"formula": "C3H7N5", "method": "ωB97M-V/def2-TZVPD", "symbols": ["H", "N", "C", "C", "C", "N", "N", "N", "N", "H", "H", "H", "H", "H", "H"], "xyz": [[0.0856, -2.8619, -0.9250], [-0.3743, -2.4948, -0.0476], [-0.2120, -1.2060, 0.0228], [-0.8470, -0.4186, 1.1089], [-0.5623, 0.8274, 0.8284], [-0.7129, 1.9567, 1.4893], [0.1353, 1.0465, -0.3733], [0.2350, -0.3534, -0.8620], [1.2503, -0.4771, -1.7469], [-1.6887, -0.6198, 1.9177], [-0.3260, 2.9475, 0.8013], [-1.3264, 1.9926, 2.2610], [1.1797, 1.3547, -0.2866], [2.0493, -1.0184, -1.4216], [1.1144, -0.6755, -2.7663]], "total_charge": 0, "e_above_lowest_kcal_mol": 95.3, "smiles": "[H]/N=c1/cc(N)[nH]n1N", "fmax_ha_per_bohr": 0.1233, "total_energy_ev": -10670.868, "homo_lumo_gap_ev": 8.4876}

No. 3
{"formula": "C3H7N6O2", "method": "ωB97M-V/def2-TZVPD", "symbols": ["C", "C", "C", "N", "N", "N", "N", "N", "N", "O", "O", "H", "H", "H", "H", "H", "H", "H"], "xyz": [[-0.8980, -1.1732, -0.2337], [-2.7924, 0.5579, -1.0660], [1.2836, 1.9288, 0.3267], [-1.7629, 1.2597, -1.1772], [-0.8016, 1.7139, -0.4900], [0.1325, 1.0633, 0.0744], [0.1403, -0.2799, 0.0455], [-0.3981, -2.3991, -0.3064], [-3.2294, 0.0581, 0.3548], [-2.6181, 0.5705, 1.2294], [-4.0856, -0.7483, 0.4155], [-3.5372, 0.1937, -1.7418], [1.6524, 1.6413, 1.3821], [1.9823, 1.7495, -0.3738], [0.8148, 2.8659, 0.4518], [0.9543, -0.6223, 0.3906], [-0.8659, -3.1937, -0.6306], [0.5253, -2.6935, -0.0522]], "total_charge": 1, "fmax_ha_per_bohr": 0.1144, "spin_multiplicity": 3, "s2": 2.0276, "total_energy_ev": -16241.374, "homo_lumo_gap_ev": [6.8984, 5.7772]}

No. 4
{"formula": "C3H7NO", "method": "ωB97M-V/def2-TZVPD", "symbols": ["C", "N", "H", "H", "H", "O", "C", "C", "H", "H", "H", "H"], "xyz": [[-1.4826, 2.7010, 1.4668], [-1.7058, 2.5408, 0.1879], [-0.4084, 2.8044, 1.6147], [-2.1513, 2.8036, 2.4028], [-2.7155, 2.3708, -0.0045], [2.0723, -1.9041, -1.4397], [0.9762, -1.5804, -0.9935], [0.3876, -1.8340, 0.4211], [0.3178, -0.9555, -1.6751], [0.3314, -2.8809, 0.7956], [-0.3714, -1.1797, 0.5732], [1.0721, -1.2352, 1.1293]], "total_charge": -1, "e_above_lowest_kcal_mol": 50.2, "fmax_ha_per_bohr": 0.0854, "spin_multiplicity": 2, "s2": 0.7523, "total_energy_ev": -6758.666, "homo_lumo_gap_ev": [2.7832, 8.6263]}

No. 5
{"formula": "C3H7NO", "method": "ωB97M-V/def2-TZVPD", "symbols": ["C", "C", "C", "O", "N", "H", "H", "H", "H", "H", "H", "H"], "xyz": [[-0.7623, 0.6145, 0.9291], [-0.7732, -0.7033, 0.8904], [-0.1775, -1.3853, -0.4611], [-0.3258, -2.6932, -0.4336], [1.2700, 1.5263, -0.7447], [-1.6144, 1.1150, 1.4035], [0.1311, 1.2099, 0.3740], [-1.3089, -1.4665, 1.4430], [-0.7166, -0.8645, -1.2580], [0.8941, -1.1082, -0.4344], [2.1970, 1.4366, -0.3266], [1.1864, 2.3187, -1.3817]], "total_charge": -1, "e_above_lowest_kcal_mol": 80.8, "fmax_ha_per_bohr": 0.0282, "spin_multiplicity": 2, "s2": 0.7587, "total_energy_ev": -6757.336, "homo_lumo_gap_ev": [6.5926, 4.9025]}

No. 6
{"formula": "C3H7NO", "method": "ωB97M-V/def2-TZVPD", "symbols": ["C", "N", "C", "O", "C", "H", "H", "H", "H", "H", "H", "H"], "xyz": [[1.3917, 0.4218, -0.4892], [0.9648, -0.4538, 0.4872], [-0.3540, -0.0576, 0.9327], [-0.5047, 0.9982, 1.5061], [-1.2841, -0.8255, 0.1266], [0.1974, 0.3799, -1.4624], [2.2814, 0.1135, -1.0438], [1.3464, 1.4623, -0.1762], [1.0612, -1.4275, 0.2162], [-0.7212, -0.1543, -1.0607], [-2.3400, -0.5795, 0.2253], [-1.0810, -1.9009, 0.0449]], "total_charge": 0, "e_above_lowest_kcal_mol": 90.0, "fmax_ha_per_bohr": 0.0569, "total_energy_ev": -6758.848, "homo_lumo_gap_ev": 9.6756}